167
Properties=species:S:1:pos:R:3 method="wB97M-V/def2-TZVPD" energy_ev=-104499.049 homo_lumo_gap_ha=0.347
C -29.784 15.730 4.575
C -29.476 15.315 5.997
C -28.172 14.652 6.112
O -27.563 15.184 7.335
C -28.146 16.416 7.557
O -27.720 17.187 8.379
O -29.267 16.530 6.823
H -29.141 16.595 4.359
H -30.812 16.137 4.530
H -29.555 14.922 3.876
H -30.298 14.766 6.494
H -27.476 14.831 5.323
H -28.064 13.590 6.155
C -25.215 5.806 4.468
C -26.326 5.795 5.465
C -26.354 6.776 6.629
O -27.725 7.202 6.706
C -28.397 6.808 5.565
O -29.514 7.109 5.337
O -27.556 6.052 4.847
H -24.314 5.362 4.922
H -24.947 6.766 3.976
H -25.492 5.230 3.606
H -26.398 4.780 5.961
H -25.766 7.720 6.524
H -26.149 6.308 7.573
C -23.004 12.308 4.146
C -24.382 11.738 4.279
C -24.600 10.276 4.001
O -25.675 9.990 4.927
C -25.637 10.866 5.955
O -26.164 10.668 6.971
O -24.756 11.912 5.649
H -22.477 12.041 3.269
H -22.348 12.051 4.997
H -23.076 13.392 4.221
H -25.018 12.302 3.637
H -23.712 9.675 4.187
H -24.978 10.027 3.035
C -29.065 10.981 9.747
C -27.760 11.723 9.474
C -27.851 13.244 9.677
O -27.539 13.408 11.089
C -26.843 12.335 11.472
O -26.325 12.159 12.510
O -26.780 11.384 10.482
H -28.756 9.944 9.795
H -29.780 11.172 8.932
H -29.512 11.257 10.714
H -27.301 11.475 8.526
H -28.909 13.604 9.578
H -27.191 13.834 9.058
C -23.694 14.213 11.623
O -22.768 13.466 10.895
C -23.228 12.856 9.699
C -22.247 12.961 8.552
O -21.030 12.196 8.714
C -20.149 12.630 9.757
C -18.702 12.656 9.350
O -18.576 13.829 8.490
C -17.194 14.145 8.282
H -24.398 13.570 12.148
H -24.255 14.948 11.025
H -23.092 14.703 12.369
H -24.190 13.304 9.353
H -23.565 11.818 9.904
H -22.068 14.039 8.496
H -22.771 12.512 7.719
H -20.195 11.999 10.720
H -20.484 13.624 9.990
H -18.358 11.849 8.745
H -18.056 12.774 10.221
H -17.244 15.119 7.816
H -16.616 13.439 7.656
H -16.696 14.045 9.253
C -19.660 13.417 5.114
O -18.789 12.477 4.526
C -18.385 12.921 3.268
C -19.361 12.735 2.205
O -19.669 11.349 2.056
C -20.755 11.022 1.195
C -21.189 9.652 1.577
O -21.753 9.617 2.900
C -20.800 9.241 3.888
H -19.152 14.410 5.250
H -19.930 13.119 6.088
H -20.587 13.519 4.554
H -17.414 12.386 3.038
H -18.202 13.968 3.245
H -18.927 13.224 1.248
H -20.341 13.229 2.413
H -20.447 10.959 0.101
H -21.624 11.667 1.337
H -20.398 8.852 1.534
H -21.991 9.321 0.935
H -20.253 8.384 3.615
H -21.356 9.106 4.809
H -20.178 10.110 4.086
C -30.314 8.913 -0.061
O -29.101 8.947 0.700
C -28.490 7.643 0.641
C -27.525 7.511 1.803
O -26.375 8.362 1.786
C -25.359 7.879 0.887
C -24.857 8.915 -0.058
O -25.796 9.433 -0.942
C -25.250 10.517 -1.676
H -29.990 8.736 -1.062
H -30.810 9.928 0.011
H -30.858 8.079 0.357
H -28.134 7.393 -0.339
H -29.251 6.961 0.861
H -27.232 6.458 1.837
H -28.094 7.778 2.678
H -25.804 7.078 0.302
H -24.569 7.496 1.521
H -24.069 8.280 -0.587
H -24.403 9.893 0.404
H -24.457 10.183 -2.361
H -24.821 11.268 -0.991
H -26.108 11.010 -2.139
C -29.552 10.516 5.405
O -28.731 11.468 4.696
C -28.380 10.934 3.416
C -28.287 12.128 2.521
O -27.114 12.837 2.719
C -27.045 14.129 2.134
C -25.565 14.462 2.067
O -25.319 15.841 1.841
C -24.057 16.126 1.342
H -30.507 10.439 4.863
H -29.754 10.982 6.405
H -28.985 9.593 5.455
H -29.064 10.178 3.042
H -27.426 10.469 3.452
H -29.177 12.757 2.651
H -28.363 11.750 1.515
H -27.546 14.871 2.660
H -27.521 14.078 1.152
H -25.098 13.829 1.247
H -25.215 14.162 3.052
H -24.088 15.886 0.290
H -23.233 15.567 1.684
H -23.887 17.220 1.417
C -24.650 15.039 6.797
O -24.527 15.063 5.420
C -23.856 16.289 5.061
C -24.893 17.270 4.613
O -24.232 18.296 3.800
C -25.003 19.399 3.398
C -25.098 20.507 4.359
O -26.076 20.266 5.301
C -25.598 20.243 6.665
H -24.997 14.083 7.172
H -25.225 15.818 7.183
H -23.692 15.112 7.301
H -23.333 16.009 4.144
H -23.188 16.636 5.799
H -25.364 17.733 5.465
H -25.552 16.741 3.979
H -26.017 19.034 3.142
H -24.552 19.759 2.437
H -25.390 21.433 3.820
H -24.154 20.713 4.889
H -25.374 21.286 6.989
H -24.823 19.544 6.772
H -26.363 19.933 7.328

***

23
Properties=species:S:1:pos:R:3 method="wB97M-V/def2-TZVPD" de_lowest_kj_mol=94.1 energy_ev=-11580.334 homo_lumo_gap_ha=0.386
C 0.448 -0.077 0.923
C -0.349 -0.514 -0.313
C 1.861 0.412 0.781
C 1.586 -0.928 1.400
C -1.186 0.654 -0.877
C -1.285 -1.660 0.096
C -0.337 1.843 -1.314
O -0.347 0.489 1.924
O 0.585 -0.959 -1.281
H -0.511 1.415 1.710
H 0.089 -1.325 -2.022
H 2.176 1.215 1.432
H 2.290 0.430 -0.207
H 1.705 -1.031 2.466
H 1.831 -1.806 0.825
H -1.915 0.960 -0.124
H -1.744 0.281 -1.740
H -1.945 -1.932 -0.727
H -0.694 -2.528 0.379
H -1.884 -1.356 0.949
H 0.156 2.312 -0.466
H 0.431 1.515 -2.010
H -0.959 2.588 -1.806

***

79
Properties=species:S:1:pos:R:3 method="wB97M-V/def2-TZVPD" energy_ev=-94883.798 s_squared=16.0531 total_charge=-1 homo_lumo_gap_ha="0.223 / 0.213" spin_multiplicity=8
Gd -0.104 0.431 0.148
Cl -0.430 1.181 -2.267
P -2.801 -0.416 -0.374
C -3.224 -1.309 -1.931
C -3.584 -1.288 1.046
C -3.483 1.287 -0.591
C -2.095 -2.298 -2.252
H -3.203 -0.495 -2.679
C -4.605 -1.971 -1.960
H -4.640 -2.861 -1.319
H -4.801 -2.298 -2.992
H -5.421 -1.296 -1.676
H -1.182 -1.749 -2.507
H -2.376 -2.926 -3.106
H -1.866 -2.947 -1.394
H -2.996 1.580 -1.538
C -2.997 2.230 0.525
C -5.001 1.314 -0.786
H -5.302 0.902 -1.757
H -5.342 2.357 -0.758
H -5.531 0.770 0.007
H -2.046 1.950 1.042
H -3.765 2.326 1.307
H -2.810 3.225 0.094
C -2.867 -2.635 1.259
H -4.628 -1.455 0.723
C -3.561 -0.454 2.335
H -3.008 -3.329 0.424
H -3.288 -3.115 2.153
H -1.789 -2.496 1.422
H -2.544 -0.153 2.623
H -3.955 -1.084 3.146
H -4.193 0.437 2.279
Cl 0.213 -0.599 2.505
H 0.011 -1.401 -0.383
P 2.758 0.521 -0.163
C 3.172 2.113 -1.036
C 3.809 0.448 1.356
C 3.352 -0.800 -1.310
C 2.074 3.152 -0.765
H 3.121 1.803 -2.097
C 4.559 2.716 -0.778
H 4.645 3.136 0.233
H 4.701 3.542 -1.489
H 5.386 2.014 -0.939
H 1.133 2.854 -1.251
H 2.375 4.109 -1.207
H 1.883 3.313 0.308
H 2.761 -0.572 -2.218
C 2.954 -2.200 -0.803
C 4.843 -0.682 -1.651
H 5.066 0.205 -2.256
H 5.144 -1.556 -2.240
H 5.474 -0.656 -0.755
H 2.247 -2.182 0.037
H 3.839 -2.777 -0.503
H 2.437 -2.736 -1.608
C 3.334 1.494 2.381
H 4.816 0.698 0.978
C 3.816 -0.943 1.993
H 3.430 2.528 2.033
H 3.931 1.393 3.302
H 2.285 1.324 2.676
H 2.796 -1.292 2.215
H 4.357 -0.886 2.950
H 4.328 -1.690 1.378
O -0.993 2.241 3.413
B -0.238 2.366 2.203
O 0.667 3.458 2.438
C 0.514 3.878 3.726
C 1.347 4.682 4.476
C 1.248 4.585 5.871
C 0.278 3.776 6.472
C -0.636 3.056 5.694
C -0.480 3.104 4.325
H 2.067 5.334 3.988
H 1.932 5.161 6.499
H 0.213 3.713 7.558
H -1.408 2.413 6.103